Here is C38H43BN9O2Y as an isolated structure from the Open Molecules 2025 dataset. Energies are from ωB97M-V with the def2-TZVPD basis set.

```
94
C38H43BN9O2Y ωB97M-V with the def2-TZVPD basis set
Y 0.29 -0.06 0.34
O -1.30 -1.58 -0.56
O -3.61 -2.37 -1.27
N -1.47 2.80 1.11
N -1.51 1.77 0.22
N 0.43 -3.10 -0.84
N 0.82 2.83 2.22
N 1.53 2.05 1.37
N -1.10 1.46 3.22
N 1.06 -2.27 0.06
N 1.92 -0.90 2.15
N -1.05 0.21 2.71
C 2.07 -2.79 0.73
C -0.77 -2.65 -1.10
C -2.31 1.95 -3.30
C 1.59 0.14 -4.02
C 2.56 -2.08 1.84
C -3.20 -4.98 -3.74
C -2.56 1.26 -1.96
C -1.85 -2.06 3.47
C -1.58 -0.59 3.64
C 1.29 1.07 -2.94
C 1.61 3.76 2.78
C 4.13 0.54 0.39
C 2.88 3.59 2.28
C 2.29 -0.27 3.27
C 1.01 0.66 -1.66
C -1.64 1.46 4.44
C -2.18 3.84 0.64
C 2.79 2.50 1.39
C 3.82 2.69 -0.86
C -1.82 -5.16 -3.74
C -1.04 -4.39 -2.89
C 1.33 2.46 -3.35
C -4.00 0.77 -1.85
C -1.61 -3.45 -2.04
C -1.97 0.16 4.76
C -3.00 -3.27 -2.06
C -2.70 3.49 -0.59
C 3.29 -0.70 4.12
C -2.25 2.17 -0.81
C 3.99 -1.88 3.78
C 1.85 0.56 -5.30
C -0.76 -2.84 2.75
C -3.79 -4.04 -2.91
C -3.19 -2.25 2.75
C 3.93 2.05 0.53
C 1.60 2.84 -4.65
C 3.62 -2.56 2.65
C 1.86 1.92 -5.66
B -0.70 2.73 2.43
H 1.58 -0.92 -3.79
H -3.13 -1.86 1.74
H -0.99 -3.91 2.77
H -4.70 1.61 -1.93
H 3.71 3.78 -0.78
H -4.23 0.05 -2.64
H -2.54 1.26 -4.12
H -1.76 2.38 4.99
H 2.46 -3.77 0.47
H -2.26 4.75 1.21
H -2.43 -0.21 5.67
H 4.12 -3.48 2.36
H 1.60 3.90 -4.88
H 2.07 2.23 -6.68
H 0.22 -2.69 3.21
H -3.31 4.09 -1.24
H -2.96 2.83 -3.42
H 4.25 0.05 1.36
H 2.05 -0.19 -6.06
H -4.86 -3.89 -2.91
H -3.82 -5.58 -4.41
H 3.54 -0.12 5.00
H 1.11 3.21 -2.60
H -3.45 -3.31 2.69
H -4.18 0.28 -0.89
H -0.69 -2.54 1.71
H 3.29 0.09 -0.15
H 1.75 0.65 3.50
H -1.27 2.26 -3.40
H 1.21 4.48 3.47
H 3.77 4.16 2.50
H -1.36 -5.89 -4.40
H -4.00 -1.72 3.27
H 2.95 2.28 -1.37
H 4.71 2.47 -1.45
H 5.03 0.35 -0.20
H 0.03 -4.51 -2.86
H -1.95 -2.46 4.49
H -1.03 3.68 3.11
H 4.82 2.45 1.03
H 4.80 -2.25 4.40
H -2.87 -1.86 -0.84
H -1.88 0.41 -1.88
```

**Total charge**: -2
**Kohn-Sham gap (spin up / spin down)**: 3.50 / 3.84 eV
**Relative energy (zero: lowest compared OMol25 entry of this formula, charge and spin)**: 0.0 kcal per mole
**Maximum force**: 0.4 eV Å⁻¹
**DFT total energy**: -2180.47180 hartree
**LUMO (spin up / spin down)**: 4.3 / 4.3 eV

---

Here is C38H43Br3N4OSbZn as an isolated structure in a non-equilibrium geometry from the Open Molecules 2025 dataset. Energies are from ωB97M-V with the def2-TZVPD basis set.

```
91
C38H43Br3N4OSbZn ωB97M-V with the def2-TZVPD basis set
Sb -0.11 2.42 -0.37
Br -2.79 0.56 5.17
Br 2.56 -5.26 5.22
Br -1.87 -7.07 -4.10
Zn 1.03 -1.61 0.07
O 0.63 -3.54 0.08
N -0.51 -1.03 1.46
N 2.60 -0.21 -0.45
N 1.06 -1.68 -2.02
N 2.02 -2.03 1.95
C 3.43 0.41 0.35
C 2.25 0.96 -4.40
C 1.51 -0.14 -3.91
C -1.91 -0.15 3.67
C 0.89 2.19 2.46
C -1.65 -0.30 1.27
C -2.29 0.23 2.41
C 1.68 -0.57 -2.62
C 0.64 -2.68 -2.73
C 2.35 -3.93 3.91
C 4.27 1.45 -0.07
C 1.06 -2.25 2.84
C -0.82 5.09 -1.52
C -1.57 3.78 -1.28
C 4.19 1.87 -1.37
C -0.17 -1.41 2.70
C -1.04 -6.32 -1.47
C 3.14 1.62 -3.61
C -0.46 -5.52 -0.53
C -2.94 -2.26 0.58
C -1.98 -0.85 -1.24
C -0.52 -4.74 -3.19
C -3.88 0.02 0.09
C 3.37 -3.70 2.99
C -1.94 3.14 -2.61
C -0.64 4.14 2.23
C 1.66 4.23 1.25
C 0.05 -3.87 -2.23
C -2.60 -0.82 0.15
C 3.14 -2.74 2.02
C 2.55 0.16 -1.76
C 3.31 1.23 -2.26
C -0.86 -1.04 3.84
C 1.18 -3.20 3.84
C -2.84 4.04 -0.46
C -1.07 -5.93 -2.82
C 0.10 -4.26 -0.85
C 0.46 3.34 1.55
H -3.54 4.61 -1.08
H -1.54 3.54 2.40
H 4.80 2.69 -1.72
H -4.49 -0.33 -0.74
H 0.04 1.58 2.77
H -0.28 4.49 3.20
H -3.65 -2.68 -0.14
H -1.68 0.15 -1.57
H -1.13 1.22 0.36
H -3.34 3.12 -0.16
H 0.74 -2.62 -3.81
H 0.81 -0.64 -4.57
H -1.07 2.84 -3.19
H -3.65 1.07 -0.08
H -3.08 0.96 2.27
H -2.71 -1.23 -1.95
H 1.42 5.05 0.58
H 3.72 2.45 -4.00
H 4.30 -4.25 3.03
H 3.89 -2.53 1.27
H 0.07 4.94 -2.14
H -0.53 -4.44 -4.23
H 1.62 1.53 1.98
H 4.94 1.91 0.64
H -2.64 4.63 0.43
H -3.40 -2.28 1.57
H -0.56 -1.36 4.82
H -4.48 -0.07 1.00
H -0.92 5.02 1.65
H 0.37 -3.39 4.54
H 3.43 0.08 1.39
H 2.49 3.67 0.81
H -2.51 3.86 -3.22
H -1.48 5.79 -2.05
H -1.12 -1.50 -1.27
H -1.47 -7.28 -1.18
H 1.36 2.60 3.36
H -0.42 -5.82 0.51
H 2.03 4.68 2.19
H -0.52 5.57 -0.59
H 2.10 1.26 -5.43
H -2.05 -2.89 0.58
H -2.58 2.26 -2.48
```

**Total charge**: +1
**Kohn-Sham gap**: 6.89 eV
**Relative energy (zero: lowest compared OMol25 entry of this formula, charge and spin)**: 0.0 kcal per mole
**Maximum force**: 2.7 eV Å⁻¹
**DFT total energy**: -11509.57511 hartree
**LUMO**: -3.1 eV

---

Here is C38H43CsN7O3P as an isolated structure from the Open Molecules 2025 dataset. Energies are from ωB97M-V with the def2-TZVPD basis set.

```
93
C38H43CsN7O3P ωB97M-V with the def2-TZVPD basis set
Cs 0.65 0.24 0.85
P -2.80 0.87 1.72
O -4.32 1.20 2.26
O -2.29 2.42 1.64
O -1.98 0.43 3.04
N 2.31 -1.38 -0.79
N -0.84 1.71 -1.75
N -0.21 -2.85 -1.09
N -2.62 2.66 -6.71
N 2.97 -1.08 2.18
N -0.43 -2.41 0.16
N 4.03 -1.54 1.50
C 5.62 -5.98 0.15
C 2.55 3.46 0.69
C 1.37 4.16 0.45
C 3.08 -2.47 -0.61
C -2.24 2.46 -5.65
C 0.66 3.75 2.71
C 2.79 2.92 1.95
C 4.87 -0.22 3.05
C 1.56 -1.37 -1.97
C -0.88 -0.94 -5.57
C 4.72 -3.71 0.76
C -1.09 -4.56 -0.02
C -3.67 4.39 1.42
C 1.84 3.06 2.96
C -1.76 2.21 -4.32
C 0.43 4.30 1.46
C 1.97 -0.59 -3.06
C -0.95 -3.44 0.81
C -2.49 1.41 -3.45
C 5.19 -1.05 1.99
C -5.29 0.15 2.10
C 0.31 -2.00 -2.11
C 1.20 -0.45 -4.20
C -1.98 1.18 -2.18
C -0.04 -1.07 -4.32
C -2.94 3.28 0.69
C 3.92 -2.59 0.54
C -0.60 -4.14 -1.24
C 3.99 -4.66 -1.27
C -2.00 1.20 4.27
C 3.47 -0.28 3.12
C -0.14 2.47 -2.59
C -0.46 -1.85 -3.25
C 4.77 -4.77 -0.13
C 3.18 -3.56 -1.50
C -0.55 2.75 -3.89
C -6.25 0.50 0.98
C -3.10 0.75 5.20
H -2.98 4.96 2.04
H -3.01 1.27 6.15
H -2.50 0.54 -1.48
H -1.47 -5.53 0.23
H 5.30 -3.73 1.67
H -1.92 -0.71 -5.33
H 2.61 -3.53 -2.43
H 1.19 4.60 -0.52
H -0.87 -1.87 -6.14
H -5.80 0.05 3.05
H 1.56 0.17 -5.02
H -3.64 2.71 0.07
H 3.70 2.36 2.13
H -1.02 1.02 4.72
H 3.28 3.34 -0.09
H 5.12 -6.67 0.84
H -3.43 0.96 -3.75
H -1.19 -3.33 1.86
H 6.58 -5.71 0.59
H 2.80 0.22 3.79
H -4.45 3.97 2.05
H 0.04 3.36 -4.54
H -2.16 3.68 0.03
H 5.55 0.34 3.67
H 4.01 -5.45 -2.01
H -4.13 5.08 0.70
H -0.48 -4.64 -2.18
H -7.03 -0.26 0.88
H -0.08 3.86 3.50
H -6.72 1.46 1.17
H -2.07 2.26 4.03
H 2.03 2.64 3.94
H 0.80 2.86 -2.22
H -5.71 0.55 0.03
H 6.12 -1.33 1.54
H -4.79 -0.80 1.89
H 5.83 -6.53 -0.77
H -3.04 -0.32 5.38
H -4.08 0.98 4.78
H 2.92 -0.09 -2.98
H -0.49 4.85 1.27
H -0.50 -0.15 -6.22
H -1.43 -2.35 -3.29
```

**Kohn-Sham gap**: 5.56 eV
**Relative energy (zero: lowest compared OMol25 entry of this formula, charge and spin)**: 2.4 kcal per mole
**Maximum force**: 0.7 eV Å⁻¹
**DFT total energy**: -2444.37993 hartree
**LUMO**: -0.3 eV